{
  "formula": "C31H57N2O2P2ReS",
  "method": "ωB97M-V with the def2-TZVPD basis set",
  "elements": ["C", "C", "C", "C", "C", "H", "H", "H", "N", "P", "P", "C", "H", "H", "C", "O", "C", "H", "C", "C", "C", "C", "C", "H", "H", "H", "C", "H", "H", "H", "C", "H", "H", "H", "C", "H", "H", "H", "C", "H", "H", "H", "C", "H", "H", "H", "C", "H", "H", "H", "C", "H", "H", "H", "C", "H", "H", "H", "C", "H", "H", "H", "C", "H", "H", "H", "C", "H", "H", "H", "Re", "N", "C", "C", "C", "C", "C", "H", "H", "H", "H", "H", "H", "H", "H", "H", "C", "S", "C", "O", "H", "H", "H", "H", "H", "H"],
  "positions_angstrom": [[2.12, 1.60, -0.78], [0.27, 1.65, -2.28], [2.89, 2.37, -1.65], [0.98, 2.57, -3.10], [2.29, 2.89, -2.80], [3.92, 2.57, -1.39], [0.47, 2.93, -3.98], [2.86, 3.55, -3.45], [0.86, 1.28, -1.09], [1.28, 0.89, 1.82], [-1.60, -0.36, -1.69], [2.65, 1.08, 0.54], [3.14, 0.11, 0.39], [3.42, 1.77, 0.91], [-1.69, -0.87, 1.32], [-2.59, -1.30, 1.95], [-0.98, 1.07, -2.59], [-1.50, 1.46, -3.46], [-1.11, -1.85, -2.81], [-3.51, -0.20, -1.88], [1.92, -0.28, 3.21], [1.31, 2.70, 2.48], [-1.28, -3.14, -2.00], [-2.32, -3.31, -1.68], [-0.98, -4.00, -2.62], [-0.65, -3.13, -1.10], [-1.93, -1.91, -4.10], [-2.99, -2.13, -3.94], [-1.81, -0.99, -4.69], [-1.53, -2.73, -4.72], [0.36, -1.70, -3.21], [0.63, -2.55, -3.87], [0.54, -0.77, -3.76], [1.02, -1.73, -2.34], [-4.17, -1.55, -1.57], [-3.85, -1.93, -0.59], [-5.26, -1.40, -1.51], [-4.00, -2.31, -2.33], [-4.02, 0.80, -0.84], [-3.85, 0.46, 0.19], [-3.56, 1.79, -0.95], [-5.11, 0.93, -0.97], [-3.94, 0.36, -3.24], [-3.70, -0.29, -4.09], [-5.03, 0.48, -3.23], [-3.50, 1.34, -3.43], [0.20, 2.79, 3.54], [0.17, 3.81, 3.95], [-0.78, 2.59, 3.08], [0.34, 2.09, 4.37], [1.02, 3.67, 1.32], [1.88, 3.79, 0.66], [0.15, 3.35, 0.72], [0.78, 4.66, 1.74], [2.66, 3.16, 3.07], [2.66, 4.26, 3.10], [2.82, 2.83, 4.10], [3.52, 2.86, 2.45], [3.06, -1.11, 2.63], [3.94, -0.50, 2.37], [3.39, -1.86, 3.38], [2.75, -1.67, 1.74], [0.75, -1.20, 3.61], [0.42, -1.84, 2.78], [1.09, -1.86, 4.43], [-0.11, -0.62, 3.97], [2.45, 0.40, 4.48], [3.37, 0.97, 4.29], [1.71, 1.02, 4.98], [2.73, -0.40, 5.19], [-0.35, -0.03, 0.26], [0.74, -1.53, 0.10], [1.48, -2.45, 0.00], [2.19, -3.74, -0.23], [2.48, -3.92, -1.71], [3.53, -3.77, 0.52], [1.32, -4.88, 0.29], [1.55, -4.02, -2.29], [3.06, -3.07, -2.10], [3.07, -4.83, -1.88], [3.38, -3.77, 1.61], [4.08, -4.68, 0.27], [4.16, -2.91, 0.24], [1.84, -5.84, 0.18], [1.09, -4.73, 1.35], [0.37, -4.94, -0.26], [-3.85, 2.57, 1.92], [-2.25, 3.05, 1.26], [-2.73, 4.05, -0.16], [-1.69, 1.78, 0.61], [-4.64, 2.71, 1.18], [-4.01, 3.24, 2.77], [-3.80, 1.53, 2.27], [-2.39, 5.06, 0.08], [-2.23, 3.68, -1.06], [-3.82, 4.06, -0.27]],
  "lowdin_spin": [0.03, 0.02, 0.13, 0.13, 0.01, 0.01, 0.00, 0.00, 0.08, 0.00, 0.06, 0.00, 0.00, 0.00, 0.03, 0.06, 0.45, 0.02, 0.06, 0.01, 0.01, 0.00, 0.01, 0.00, 0.00, 0.00, 0.01, 0.00, 0.00, 0.00, 0.01, 0.00, 0.00, 0.00, 0.00, 0.00, 0.00, 0.00, 0.00, 0.00, 0.00, 0.00, 0.00, 0.00, 0.00, 0.00, 0.00, 0.00, 0.00, 0.00, 0.00, 0.00, 0.00, 0.00, 0.00, 0.00, 0.00, 0.00, 0.01, 0.00, 0.00, 0.00, 0.00, 0.00, 0.00, 0.00, 0.00, 0.00, 0.00, 0.00, 1.39, 0.03, 0.25, 0.03, 0.01, 0.01, 0.01, 0.00, 0.00, 0.00, 0.00, 0.00, 0.00, 0.00, 0.00, 0.00, 0.00, 0.01, 0.00, 0.07, 0.00, 0.00, 0.00, 0.00, 0.00, 0.00],
  "multiplicity": 4,
  "s2": 3.8126,
  "e_above_lowest_kcal_mol": 40.7,
  "mol_weight_g_mol": 770.03,
  "lumo_ev": [-8.64, -11.25],
  "max_force_ev_per_a": 6.693,
  "e_tot_ha": -2633.64011,
  "e_homo_ev": [-16.50, -17.58],
  "orbital_gap_ev": [7.86, 6.33],
  "total_charge": 3
}

{
  "formula": "C5H14N2",
  "method": "ωB97M-V with the def2-TZVPD basis set",
  "elements": ["C", "C", "C", "C", "N", "C", "N", "H", "H", "H", "H", "H", "H", "H", "H", "H", "H", "H", "H", "H", "H"],
  "positions_angstrom": [[0.85, -0.38, -0.77], [0.64, 0.39, 0.60], [1.94, 1.21, 0.89], [0.17, -0.57, 1.78], [-0.27, -1.40, -0.92], [-1.50, -0.79, -1.41], [-2.14, 0.59, -0.99], [1.85, -0.79, -0.83], [0.57, 0.35, -1.57], [-0.19, 1.15, 0.42], [2.04, 2.07, 0.15], [2.86, 0.74, 0.99], [1.78, 1.70, 1.91], [0.34, 0.07, 2.70], [-0.91, -0.83, 1.80], [1.04, -1.41, 1.80], [-0.41, -1.69, 0.09], [-1.46, -0.90, -2.48], [-2.45, -1.35, -1.14], [-1.67, 1.26, -1.67], [-3.10, 0.59, -1.35]],
  "nbo_charge": [-0.23, -0.23, -0.62, -0.67, -0.62, -0.08, -0.86, 0.20, 0.19, 0.22, 0.21, 0.20, 0.20, 0.22, 0.23, 0.21, 0.36, 0.17, 0.18, 0.34, 0.36],
  "multiplicity": 1,
  "smiles": "CC(C)CNCN",
  "e_above_lowest_kcal_mol": 55.1,
  "mol_weight_g_mol": 102.18,
  "lumo_ev": 1.00,
  "max_force_ev_per_a": 3.884,
  "e_tot_ha": -308.33522,
  "e_homo_ev": -9.04,
  "orbital_gap_ev": 10.04
}

{
  "formula": "C26H44AsBrGaN4O3",
  "method": "ωB97M-V with the def2-TZVPD basis set",
  "elements": ["Ga", "C", "O", "C", "C", "C", "C", "C", "C", "O", "C", "O", "C", "H", "H", "H", "H", "H", "H", "H", "H", "H", "N", "C", "C", "C", "N", "C", "C", "N", "C", "H", "H", "H", "H", "H", "H", "H", "H", "H", "H", "H", "H", "H", "H", "H", "H", "C", "C", "As", "C", "C", "C", "C", "H", "H", "H", "H", "H", "H", "H", "H", "H", "H", "H", "H", "H", "H", "H", "Br", "C", "C", "C", "C", "C", "N", "H", "H", "H", "H"],
  "positions_angstrom": [[-3.95, -18.82, -0.64], [-3.14, -12.17, -1.18], [-2.17, -12.63, -0.21], [-2.27, -13.86, 0.18], [-1.34, -14.28, 1.18], [-1.43, -15.48, 1.71], [-2.40, -16.43, 1.25], [-2.15, -17.77, 1.57], [-1.28, -18.23, 2.71], [-2.72, -18.74, 0.95], [-3.29, -16.02, 0.15], [-4.14, -16.88, -0.39], [-3.27, -14.71, -0.27], [-2.81, -11.20, -1.49], [-4.07, -12.12, -0.64], [-3.22, -12.85, -2.04], [-0.55, -13.58, 1.46], [-0.85, -15.80, 2.53], [-1.00, -19.28, 2.58], [-1.79, -17.96, 3.63], [-0.34, -17.66, 2.70], [-4.02, -14.35, -0.92], [0.81, -20.68, 0.54], [-0.47, -20.38, -0.21], [-1.15, -21.67, -0.70], [-2.36, -21.44, -1.53], [-3.49, -20.93, -0.66], [-2.03, -20.44, -2.65], [-1.27, -19.14, -2.21], [-2.28, -18.16, -1.72], [-0.11, -19.34, -1.24], [0.65, -21.21, 1.44], [1.24, -19.83, 0.84], [1.57, -21.08, 0.00], [-1.13, -19.96, 0.53], [-1.37, -22.22, 0.20], [-0.43, -22.30, -1.34], [-2.73, -22.40, -1.81], [-3.44, -21.25, 0.33], [-4.46, -21.17, -1.00], [-2.99, -20.06, -2.97], [-1.45, -20.90, -3.44], [-0.84, -18.78, -3.11], [-2.68, -17.58, -2.48], [-1.76, -17.47, -1.14], [0.27, -18.41, -0.74], [0.74, -19.68, -1.90], [-4.06, -17.72, -4.84], [-5.05, -17.11, -3.81], [-5.69, -18.37, -2.50], [-7.31, -17.58, -1.78], [-7.24, -16.42, -0.85], [-6.33, -19.93, -3.57], [-6.96, -19.59, -4.96], [-3.78, -16.86, -5.57], [-4.46, -18.48, -5.55], [-3.13, -18.14, -4.40], [-5.89, -16.53, -4.25], [-4.51, -16.42, -3.19], [-7.86, -18.41, -1.31], [-7.92, -17.34, -2.68], [-6.86, -16.67, 0.13], [-8.26, -16.03, -0.75], [-6.67, -15.57, -1.24], [-6.86, -20.67, -3.08], [-5.39, -20.32, -3.79], [-7.92, -20.14, -5.06], [-6.33, -19.96, -5.76], [-7.15, -18.55, -5.09], [-6.61, -21.80, -0.22], [-6.63, -20.31, 0.95], [-7.64, -20.40, 1.86], [-7.75, -19.37, 2.78], [-6.82, -18.35, 2.67], [-5.78, -18.40, 1.80], [-5.69, -19.39, 0.87], [-8.31, -21.26, 1.84], [-8.55, -19.33, 3.45], [-6.85, -17.51, 3.34], [-5.03, -17.58, 1.76]],
  "lowdin_charge": [0.32, 0.00, 0.01, -0.26, 0.04, -0.01, -0.09, -0.34, 0.03, -0.09, -0.27, -0.16, 0.06, 0.11, 0.11, 0.10, 0.15, 0.11, 0.08, 0.12, 0.09, 0.10, 0.24, -0.28, -0.09, -0.29, 0.05, -0.05, -0.28, 0.08, -0.07, 0.21, 0.15, 0.18, 0.10, 0.13, 0.18, 0.16, 0.13, -0.01, 0.08, 0.15, 0.14, 0.10, 0.13, 0.15, 0.16, -0.13, -0.38, 1.26, -0.40, -0.15, -0.34, -0.11, 0.12, 0.08, 0.05, 0.11, 0.04, 0.08, 0.10, 0.05, 0.10, 0.08, 0.01, 0.01, 0.10, 0.07, 0.05, 0.92, -0.69, -0.09, 0.03, -0.02, -0.11, 0.02, 0.12, 0.12, 0.13, 0.13],
  "multiplicity": 1,
  "e_above_lowest_kcal_mol": 0.0,
  "mol_weight_g_mol": 685.21,
  "lumo_ev": -7.74,
  "max_force_ev_per_a": 3.110,
  "e_tot_ha": -8195.57521,
  "e_homo_ev": -16.11,
  "orbital_gap_ev": 8.37,
  "total_charge": 3
}